No. 1
Density functional theory data (ωB97M-V/def2-TZVPD) for a 11-piece molecular cluster, C23H68N6O11 overall at a distorted geometry.

The energy above the lowest of the compared OMol25 structures with the same formula, charge and spin comes out at 292.8 kcal per mole. The HOMO-LUMO gap comes out at 7.4 eV. Its SMILES is NC(N)=O.NC(N)=O.NC(N)=O.CC(C)O.CC(C)O.CC(C)O.CC(C)O.CC(C)O.CC(C)O.CO.CO. Its largest force on an atom is 0.204 Eh/bohr. For the LUMO energy, the calculation gives -0.4 eV. The calculation puts the electronic energy at -56407.127 eV.

Structure (ORCA input):
```
! wB97M-V def2-TZVPD RIJCOSX def2/J DEFGRID3
* xyz 0 1
N -4.918 -4.382 -1.524
C -3.709 -4.842 -1.624
N -2.898 -3.976 -2.122
O -3.402 -6.120 -1.157
H -5.575 -5.043 -1.092
H -4.844 -3.373 -1.194
H -1.962 -4.361 -2.342
H -3.132 -3.011 -2.415
N -4.757 -1.940 -0.339
C -4.049 -2.388 0.628
N -4.704 -3.023 1.532
O -2.664 -2.211 0.666
H -4.212 -1.510 -1.050
H -5.789 -1.760 -0.260
H -4.227 -3.210 2.467
H -5.722 -2.993 1.620
N -1.967 -4.273 2.525
C -2.244 -3.469 3.480
N -3.415 -3.639 3.957
O -1.317 -2.522 3.994
H -1.151 -4.105 2.002
H -2.728 -4.856 2.103
H -3.786 -2.928 4.658
H -3.943 -4.587 3.686
C -2.217 2.885 -0.616
C -3.599 2.400 -0.255
C -3.813 0.880 -0.355
O -4.021 2.664 0.896
H -2.009 2.843 -1.680
H -1.393 2.461 -0.041
H -2.095 3.903 -0.329
H -4.184 2.948 -0.994
H -3.141 0.274 0.290
H -3.711 0.499 -1.360
H -4.772 0.527 -0.034
H -4.084 3.598 1.066
C 2.158 -2.360 2.682
C 3.066 -2.012 3.862
C 4.533 -1.972 3.460
O 2.806 -0.996 4.521
H 1.103 -2.544 3.033
H 2.545 -3.137 2.103
H 2.091 -1.471 2.067
H 3.115 -2.898 4.591
H 5.212 -1.886 4.398
H 4.832 -1.192 2.821
H 4.770 -2.940 2.985
H 3.252 -0.234 4.070
C 3.577 3.783 1.977
C 2.099 3.965 2.167
C 1.291 3.716 0.910
O 1.645 3.273 3.101
H 3.988 4.624 1.468
H 3.856 2.865 1.424
H 4.064 3.789 2.955
H 1.914 5.016 2.421
H 1.384 2.719 0.566
H 1.638 4.395 0.126
H 0.237 3.876 0.914
H 0.815 3.685 3.240
C 3.841 3.789 -1.758
C 2.902 2.977 -2.590
C 3.764 2.145 -3.501
O 2.237 2.043 -1.990
H 4.435 3.194 -1.079
H 3.263 4.471 -1.178
H 4.459 4.431 -2.389
H 2.207 3.577 -3.180
H 4.476 1.539 -2.915
H 4.306 2.799 -4.100
H 3.233 1.462 -4.153
H 1.455 1.808 -2.445
C -0.072 0.260 -5.892
C -0.274 1.382 -4.920
C -0.763 0.740 -3.649
O 0.761 2.034 -4.708
H 0.708 -0.385 -5.547
H 0.043 0.574 -6.897
H -0.990 -0.269 -5.887
H -1.077 2.066 -5.318
H -1.727 0.233 -3.576
H -0.784 1.486 -2.882
H -0.040 -0.006 -3.321
H 0.629 2.711 -5.386
C -0.008 -2.048 -1.551
C 0.447 -1.211 -0.348
C -0.075 0.254 -0.392
O -0.045 -1.666 0.722
H 0.632 -1.821 -2.376
H -0.979 -1.706 -1.959
H 0.115 -3.071 -1.445
H 1.505 -1.232 -0.211
H -1.193 0.202 -0.464
H 0.291 0.770 -1.283
H 0.107 0.919 0.446
H -0.989 -1.778 0.556
C 4.232 0.240 0.233
O 2.998 0.748 0.584
H 4.156 -0.256 -0.773
H 4.372 -0.563 0.926
H 5.090 0.930 0.213
H 2.679 1.316 -0.110
C 0.044 0.581 3.178
O 0.241 -0.391 4.132
H 0.919 0.626 2.546
H -0.181 1.525 3.692
H -0.827 0.257 2.549
H -0.325 -1.108 3.770
*
```

These are the Löwdin partial charges, in e, on atoms 1 to 6: 0.121 -0.664 0.167 -0.153 0.126 0.051

No. 2
Density functional theory data (ωB97M-V/def2-TZVPD) for a 15-piece molecular cluster, C23H69BrF3I2NO19P overall at a distorted geometry.

The HOMO-LUMO gap comes out at 7.1 eV. Its largest force on an atom is 0.070 Eh/bohr. For the LUMO energy, the calculation gives 1.5 eV. The calculation puts the electronic energy at -169044.546 eV.

Structure (ORCA input):
```
! wB97M-V def2-TZVPD RIJCOSX def2/J DEFGRID3
* xyz -1 1
C -3.049 -2.210 1.269
C -3.215 -1.576 -0.113
O -3.837 -2.179 -0.927
N -2.553 -0.331 -0.314
C -1.670 -0.366 -1.491
P -3.636 1.102 -0.243
I -4.751 0.749 -2.476
C -2.730 1.515 1.466
C -1.643 2.508 1.247
O -1.776 3.623 0.991
Br 0.234 1.817 1.358
O -4.548 2.586 -0.012
C -5.732 2.424 0.652
I -5.783 3.672 2.439
C -6.045 0.899 0.773
C -6.751 0.377 2.011
O -7.841 -0.540 1.759
C -8.872 -0.024 1.100
F -9.993 -0.527 1.640
F -8.905 -0.369 -0.171
F -8.975 1.291 1.175
O -4.847 0.207 0.548
H -4.001 -2.585 1.652
H -2.373 -3.072 1.208
H -2.612 -1.514 1.990
H -0.640 -0.431 -1.104
H -1.828 -1.295 -2.044
H -1.708 0.529 -2.114
H -2.659 1.973 -0.810
H -2.237 0.600 1.785
H -3.414 1.824 2.263
H -6.483 2.885 0.005
H -6.630 0.715 -0.146
H -6.003 -0.195 2.567
H -7.083 1.157 2.699
C 0.535 1.059 -3.653
O 0.642 1.941 -2.531
H 0.483 0.035 -3.291
H -0.371 1.287 -4.218
H 1.413 1.168 -4.297
H 0.691 2.838 -2.879
C -1.628 1.526 5.081
O -2.263 0.327 4.641
H -0.659 1.605 4.592
H -2.238 2.393 4.811
H -1.484 1.494 6.166
H -3.116 0.277 5.084
C -5.879 -2.662 5.045
O -5.033 -1.524 5.172
H -5.449 -3.336 4.308
H -5.952 -3.178 6.008
H -6.873 -2.352 4.715
H -5.435 -0.944 5.829
C 4.402 1.701 -2.107
O 3.789 0.498 -2.548
H 5.371 1.797 -2.595
H 3.776 2.559 -2.375
H 4.546 1.674 -1.024
H 2.933 0.438 -2.104
C 0.169 -1.844 4.161
O 1.093 -2.773 3.591
H -0.574 -1.592 3.410
H -0.328 -2.291 5.025
H 0.695 -0.935 4.465
H 1.744 -2.986 4.266
C 5.049 2.828 -5.834
O 3.733 2.403 -5.484
H 5.011 3.291 -6.819
H 5.414 3.558 -5.107
H 5.723 1.973 -5.863
H 3.807 1.998 -4.614
C 9.272 2.460 -5.397
O 7.963 2.028 -5.041
H 9.225 2.921 -6.382
H 9.634 3.194 -4.672
H 9.951 1.607 -5.427
H 8.024 1.625 -4.168
C 7.412 3.146 -0.703
O 8.348 2.230 -1.270
H 6.666 3.383 -1.456
H 6.921 2.690 0.160
H 7.920 4.066 -0.401
H 9.001 2.030 -0.593
C 0.358 -6.335 1.781
O 0.490 -5.462 2.895
H 0.286 -7.357 2.152
H -0.546 -6.096 1.213
H 1.232 -6.254 1.127
H 0.554 -4.560 2.552
C 0.377 5.507 -0.981
O -0.578 6.108 -0.125
H 0.952 6.297 -1.463
H 1.056 4.868 -0.407
H -0.125 4.909 -1.749
H -1.073 5.389 0.289
C 0.557 -2.808 -4.887
O -0.429 -2.279 -4.009
H 1.084 -1.975 -5.348
H 1.272 -3.421 -4.331
H 0.087 -3.412 -5.668
H -0.887 -3.025 -3.607
C -3.548 -2.231 7.763
O -4.512 -1.636 8.634
H -3.053 -1.440 7.207
H -2.804 -2.783 8.346
H -4.043 -2.904 7.065
H -4.942 -2.348 9.117
C 12.867 1.204 -4.039
O 11.566 0.762 -3.670
H 12.805 1.660 -5.024
H 13.234 1.945 -3.324
H 13.559 0.359 -4.079
H 11.634 0.361 -2.798
C -2.912 -5.994 -1.588
O -2.262 -4.997 -0.814
H -2.648 -6.969 -1.181
H -3.996 -5.866 -1.537
H -2.586 -5.942 -2.631
H -2.509 -4.141 -1.186
*
```

These are the Löwdin partial charges, in e, on atoms 1 to 6: 0.018 -0.563 0.044 -0.239 -0.162 0.364

No. 3
Density functional theory data (ωB97M-V/def2-TZVPD) for a 12-piece molecular cluster, C23H69NO12 overall at a distorted geometry.

The energy above the lowest of the compared OMol25 structures with the same formula, charge and spin comes out at 0.0 kcal per mole. The HOMO-LUMO gap comes out at 8.6 eV. Its SMILES is CC1(C)CCCC(C)(C)N1O.CCO.CCO.CCO.CO.CO.CO.CO.CO.CO.CO.CO. Its largest force on an atom is 0.019 Eh/bohr. For the LUMO energy, the calculation gives 0.4 eV. The calculation puts the electronic energy at -51026.335 eV.

Structure (ORCA input):
```
! wB97M-V def2-TZVPD RIJCOSX def2/J DEFGRID3
* xyz 0 1
C 1.400 -4.735 -1.383
C 2.036 -4.636 0.034
C 1.264 -5.543 0.982
C 3.472 -5.119 -0.041
C 4.452 -4.081 -0.566
C 4.297 -2.724 0.098
C 2.854 -2.213 0.133
C 2.769 -1.081 1.167
C 2.491 -1.658 -1.254
N 1.997 -3.293 0.586
O 0.664 -2.874 0.786
H 0.988 -5.734 -1.548
H 0.599 -4.010 -1.525
H 2.154 -4.580 -2.158
H 0.215 -5.260 1.020
H 1.344 -6.580 0.646
H 1.710 -5.506 1.978
H 3.777 -5.487 0.943
H 3.480 -5.978 -0.718
H 5.477 -4.446 -0.454
H 4.341 -3.990 -1.654
H 4.880 -2.009 -0.496
H 4.743 -2.699 1.094
H 3.154 -1.427 2.124
H 1.736 -0.758 1.292
H 3.333 -0.208 0.830
H 3.147 -0.815 -1.482
H 1.458 -1.308 -1.310
H 2.626 -2.394 -2.047
H 0.316 -2.507 -0.045
C -3.109 2.175 4.231
C -1.663 2.252 3.759
O -1.569 3.290 2.780
H -3.486 3.186 4.401
H -3.276 1.540 5.099
H -3.698 1.761 3.408
H -1.417 1.298 3.283
H -0.976 2.394 4.596
H -1.144 2.901 2.005
C 1.089 1.691 -4.076
C 2.012 2.842 -4.409
O 3.208 2.820 -3.591
H 0.737 1.829 -3.047
H 1.608 0.730 -4.066
H 0.228 1.647 -4.738
H 1.544 3.809 -4.249
H 2.329 2.782 -5.456
H 3.640 1.971 -3.730
C 0.774 -1.202 4.873
C -0.570 -1.672 4.390
O -1.580 -0.817 4.924
H 0.967 -0.194 4.505
H 1.539 -1.862 4.447
H 0.878 -1.236 5.956
H -0.757 -2.703 4.700
H -0.568 -1.585 3.297
H -2.358 -0.877 4.353
C -3.567 -1.344 1.750
O -3.741 -0.939 3.107
H -4.013 -2.330 1.596
H -4.010 -0.628 1.054
H -2.502 -1.425 1.545
H -4.672 -1.012 3.331
C -2.308 3.836 -2.761
O -2.375 2.595 -2.069
H -3.077 3.878 -3.542
H -2.500 4.679 -2.097
H -1.318 3.935 -3.192
H -3.109 2.636 -1.448
C 2.655 2.768 -0.084
O 1.961 3.335 -1.186
H 2.244 3.180 0.836
H 2.473 1.689 -0.038
H 3.725 2.976 -0.135
H 2.514 3.237 -1.982
C -2.122 -3.349 -0.893
O -1.290 -2.231 -1.210
H -1.991 -3.581 0.164
H -3.173 -3.123 -1.082
H -1.814 -4.238 -1.452
H -1.641 -1.839 -2.021
C -4.119 2.565 0.687
O -4.533 3.597 -0.192
H -3.144 2.761 1.142
H -4.834 2.379 1.496
H -4.054 1.654 0.087
H -4.410 4.450 0.234
C 0.579 6.468 -0.334
O 0.199 5.470 -1.274
H 0.531 7.442 -0.820
H -0.118 6.468 0.510
H 1.576 6.278 0.064
H 0.840 4.749 -1.226
C -2.067 -0.058 -4.379
O -1.955 -0.010 -2.971
H -1.142 -0.370 -4.875
H -2.822 -0.799 -4.658
H -2.403 0.913 -4.750
H -1.897 0.916 -2.678
C -0.865 0.912 0.274
O -0.368 2.231 0.443
H -1.874 0.920 -0.145
H -0.231 0.316 -0.383
H -0.878 0.416 1.247
H 0.084 2.506 -0.364
*
```

These are the Löwdin partial charges, in e, on atoms 1 to 6: -0.013 -0.524 -0.035 -0.142 -0.177 -0.134

No. 4
Density functional theory data (ωB97M-V/def2-TZVPD) for a 12-piece molecular cluster, C23H69NO12 overall at a distorted geometry.

The energy above the lowest of the compared OMol25 structures with the same formula, charge and spin comes out at 55.9 kcal per mole. The HOMO-LUMO gap comes out at 8.3 eV. Its SMILES is CC1(C)CCCC(C)(C)N1O.CCO.CCO.CCO.CO.CO.CO.CO.CO.CO.CO.CO. Its largest force on an atom is 0.039 Eh/bohr. For the LUMO energy, the calculation gives 0.4 eV. The calculation puts the electronic energy at -51023.913 eV.

Structure (ORCA input):
```
! wB97M-V def2-TZVPD RIJCOSX def2/J DEFGRID3
* xyz 0 1
C 3.340 6.732 2.075
C 2.116 5.886 1.639
C 0.958 6.822 1.241
C 2.546 5.080 0.374
C 1.645 3.941 -0.080
C 1.282 3.035 1.110
C 0.804 3.741 2.424
C -0.674 4.145 2.334
C 0.994 2.609 3.430
N 1.736 4.906 2.699
O 1.511 5.496 3.959
H 4.128 6.086 2.462
H 3.676 7.319 1.221
H 3.025 7.449 2.833
H 0.129 6.336 0.727
H 0.546 7.196 2.179
H 1.261 7.720 0.703
H 2.612 5.823 -0.420
H 3.526 4.606 0.435
H 0.786 4.413 -0.556
H 2.170 3.404 -0.870
H 2.233 2.541 1.310
H 0.578 2.281 0.758
H -0.982 4.923 3.033
H -1.418 3.372 2.522
H -0.820 4.564 1.338
H 2.058 2.388 3.524
H 0.477 1.692 3.147
H 0.635 2.863 4.427
H 2.147 5.063 4.534
C -1.012 -6.284 -2.020
C -0.642 -4.886 -2.480
O -1.735 -4.374 -3.274
H -0.403 -6.563 -1.161
H -0.729 -6.972 -2.817
H -2.036 -6.407 -1.667
H 0.292 -4.959 -3.037
H -0.513 -4.126 -1.710
H -2.083 -5.141 -3.735
C -4.576 -2.774 -1.974
C -4.019 -2.985 -0.600
O -3.835 -1.789 0.075
H -3.959 -2.118 -2.588
H -5.528 -2.243 -1.943
H -4.698 -3.731 -2.481
H -3.109 -3.583 -0.646
H -4.664 -3.633 -0.007
H -3.681 -1.975 1.004
C -0.960 -0.127 -0.250
C 0.014 -1.235 -0.043
O 1.105 -0.691 0.618
H -0.619 0.884 -0.470
H -1.490 -0.093 0.702
H -1.680 -0.328 -1.043
H 0.262 -1.725 -0.985
H -0.589 -1.969 0.490
H 1.835 -0.809 0.007
C 0.814 1.793 -3.514
O -0.449 2.405 -3.578
H 0.916 1.442 -2.487
H 0.921 0.963 -4.212
H 1.598 2.508 -3.765
H -0.794 2.376 -4.474
C 2.413 -2.676 -3.619
O 2.155 -1.339 -3.881
H 3.459 -2.810 -3.343
H 1.834 -3.153 -2.828
H 2.098 -3.158 -4.545
H 1.196 -1.316 -3.918
C 3.654 0.722 -1.201
O 3.215 -0.620 -1.130
H 3.203 1.214 -2.063
H 3.389 1.212 -0.265
H 4.731 0.828 -1.331
H 3.121 -0.969 -2.019
C 2.571 -4.327 0.457
O 2.006 -5.296 -0.410
H 3.509 -3.985 0.020
H 1.906 -3.468 0.542
H 2.689 -4.817 1.423
H 2.643 -6.007 -0.515
C -4.276 1.279 2.753
O -4.295 0.965 4.123
H -4.979 2.084 2.536
H -3.324 1.561 2.303
H -4.540 0.333 2.281
H -3.497 0.445 4.243
C -2.820 -3.643 2.696
O -3.233 -2.259 2.598
H -2.086 -3.819 1.910
H -2.567 -3.801 3.745
H -3.582 -4.385 2.457
H -2.981 -1.747 3.370
C 0.541 -2.209 3.481
O 0.160 -0.909 3.126
H 0.195 -2.390 4.499
H 0.124 -3.058 2.939
H 1.622 -2.339 3.417
H 0.387 -0.766 2.204
C -1.346 -1.157 -4.599
O -0.460 -1.961 -3.852
H -1.697 -1.745 -5.447
H -2.250 -0.837 -4.081
H -0.920 -0.252 -5.031
H -0.942 -2.710 -3.494
*
```

These are the Löwdin partial charges, in e, on atoms 1 to 6: -0.036 -0.485 -0.035 -0.150 -0.185 -0.128

| no. | HOMO level (hartree) |
| --- | --- |
| 1 | -0.285 |
| 2 | -0.205 |
| 3 | -0.301 |
| 4 | -0.291 |